No. 1
2 unconnected molecules or ions with the total composition C6H20FNO5P2S, computed with ωB97M-V/def2-TZVPD.

Results
- HOMO-LUMO gap (eV) = 8.211
- spin multiplicity = 1
- energy relative to the best compared isomer or geometry (same formula, charge and spin) (kJ/mol) = 344.7

The geometry in XYZ format:
```
36
Properties=species:S:1:pos:R:3:mulliken_charge:R:1
S 3.134 -3.507 -1.414 0.51
P -0.760 -0.788 0.480 0.74
P -1.433 1.204 -0.195 0.48
F -1.450 3.315 2.959 -0.33
O -1.905 2.766 -0.801 -0.52
O -0.814 0.854 -1.823 -0.55
O 0.690 -0.734 1.456 -0.51
O -1.991 -1.576 1.413 -0.54
O 2.759 -2.372 -0.509 -0.59
N -0.402 -1.772 -0.795 -0.75
C 4.013 -2.806 -2.831 -0.95
C -3.355 2.997 -0.696 -0.42
C 4.572 -4.330 -0.685 -0.96
C -0.803 1.997 2.615 -0.14
C -3.892 3.207 0.861 -0.54
C -0.275 2.096 1.039 -0.59
H -3.422 2.404 1.602 0.09
H -2.786 0.775 0.058 -0.02
H 4.947 -5.089 -1.376 0.37
H 3.307 -2.209 -3.415 0.31
H 4.406 -3.611 -3.455 0.36
H -3.570 4.038 -1.239 0.27
H 0.470 -0.989 2.410 0.31
H -1.588 1.133 2.714 0.27
H 5.354 -3.598 -0.471 0.30
H 0.873 1.808 0.926 0.39
H 4.260 -4.811 0.245 0.32
H -0.324 3.260 0.779 0.40
H 0.596 -2.082 -0.703 0.25
H -2.882 -1.518 0.931 0.35
H -4.009 2.196 -1.292 0.27
H -3.796 4.310 1.244 0.25
H 0.124 1.908 3.323 0.22
H -5.057 2.950 0.837 0.29
H 0.185 0.738 -1.706 0.35
H 4.828 -2.164 -2.487 0.31
```

No. 2
A molecular structure, C6H20N3PdS, computed with ωB97M-V/def2-TZVPD.

Results
- <S²> = 6.01
- net charge = +1
- HOMO-LUMO gap (alpha / beta) (eV) = 5.581 / 5.164
- spin multiplicity = 5
- energy relative to the best compared isomer or geometry (same formula, charge and spin) (kJ/mol) = 0.0

The geometry in XYZ format:
```
31
Properties=species:S:1:pos:R:3:lowdin_spin:R:1
Pd 0.043 0.737 -1.712 1.18
S 0.857 1.910 0.091 0.97
N 1.405 0.886 -3.305 0.11
N 1.173 -0.418 1.458 0.19
N -0.899 0.642 1.685 0.23
C 1.463 -0.503 2.902 0.04
C 0.335 0.599 1.095 0.48
C -1.861 1.635 1.274 0.06
C 2.294 -0.736 0.592 0.03
C -1.393 -0.537 2.405 0.02
C -1.619 -1.254 -3.354 0.15
H -1.816 -0.415 -3.997 0.01
H -2.509 -0.486 2.362 0.00
H 1.932 -1.116 -0.362 0.00
H 2.550 -0.404 3.076 0.01
H -1.407 2.606 1.221 0.01
H -1.054 -1.461 1.963 0.00
H -1.620 0.264 -1.864 0.36
H 1.176 0.558 -4.292 0.01
H -1.123 -0.503 3.472 0.01
H 0.957 0.280 3.474 0.00
H -2.305 1.361 0.316 0.03
H 2.946 0.137 0.394 0.01
H -0.538 -1.556 -3.165 0.01
H 2.316 0.410 -3.041 0.00
H 1.150 -1.490 3.273 0.00
H 1.612 1.906 -3.378 0.00
H -2.302 -2.087 -3.422 0.02
H -1.996 -1.084 -2.320 0.06
H -2.663 1.638 2.059 0.00
H 2.897 -1.519 1.100 0.00
```

No. 3
3 unconnected molecules or ions with the total composition C6H20N5, computed with ωB97M-V/def2-TZVPD.

Results
- net charge = +1
- HOMO-LUMO gap (eV) = 9.250
- spin multiplicity = 1
- energy relative to the best compared isomer or geometry (same formula, charge and spin) (kJ/mol) = 114.7

The geometry in XYZ format:
```
31
Properties=species:S:1:pos:R:3:mulliken_charge:R:1
N -1.020 -1.644 -0.379 -0.25
N 1.380 -0.520 0.690 -0.17
N -2.592 1.510 -1.256 -0.92
N -0.729 -0.244 -0.319 0.23
N 0.709 2.247 0.290 -0.39
C 2.556 0.067 1.317 -0.30
C -2.040 -1.984 0.596 -0.90
C -1.401 -2.000 -1.731 -0.90
C 1.144 2.637 -1.004 -0.71
C 3.007 -0.799 2.482 -1.35
C 0.384 0.128 0.202 0.56
H -1.537 -3.078 -1.768 0.35
H -2.426 1.717 -2.235 0.26
H -2.332 -1.515 -2.051 0.29
H -0.261 2.508 0.454 0.21
H -1.710 -1.665 1.584 0.30
H -2.156 -3.065 0.599 0.36
H 2.097 2.161 -1.231 0.27
H 3.845 -0.325 2.983 0.38
H -1.455 0.453 -0.678 0.20
H 3.329 -1.777 2.136 0.38
H 3.358 0.145 0.575 0.23
H 1.322 3.718 -0.943 0.38
H 2.284 1.074 1.642 0.42
H -3.521 1.108 -1.192 0.25
H 0.434 2.463 -1.821 0.25
H 2.206 -0.921 3.205 0.36
H -3.010 -1.525 0.372 0.30
H -0.598 -1.728 -2.413 0.32
H 1.356 -1.540 0.654 0.35
H -2.624 2.396 -0.760 0.25
```

No. 4
A molecular structure, C6H20NO4, computed with ωB97M-V/def2-TZVPD.

Results
- net charge = -1
- HOMO-LUMO gap (eV) = 8.647
- spin multiplicity = 1
- energy relative to the best compared isomer or geometry (same formula, charge and spin) (kJ/mol) = 0.0

The geometry in XYZ format:
```
31
Properties=species:S:1:pos:R:3:mulliken_charge:R:1
O 1.905 1.491 -0.566 -0.90
O -1.764 0.439 -2.490 -0.74
O -0.483 1.798 -0.555 -0.79
O 2.945 -0.422 -2.066 -0.72
N 0.648 0.647 2.128 -0.71
C 0.145 -1.277 0.021 -0.06
C -1.162 -1.865 2.091 -1.73
C -0.296 -2.401 -0.913 -1.64
C -0.714 0.554 1.612 -0.14
C -1.112 1.717 0.695 -0.89
C -0.961 -0.831 0.980 0.69
H -1.230 -2.132 -1.401 0.37
H 0.789 1.584 2.511 0.32
H 1.008 -1.602 0.606 0.35
H 1.313 0.593 1.358 0.31
H 0.448 -2.582 -1.687 0.35
H 2.282 2.354 -0.800 0.18
H 0.691 1.648 -0.560 0.33
H 2.902 -1.164 -1.455 0.28
H -1.017 -0.048 -2.852 0.28
H -2.197 1.641 0.518 0.40
H -1.344 0.954 -1.744 0.44
H 0.486 -0.429 -0.558 -0.10
H -0.940 2.653 1.262 0.39
H -1.385 0.616 2.467 0.37
H -0.471 -3.326 -0.359 0.37
H -0.296 -1.869 2.753 0.35
H -1.887 -0.735 0.419 0.40
H 2.581 0.345 -1.520 0.42
H -2.043 -1.634 2.698 0.42
H -1.292 -2.866 1.678 0.39
```

No. 5
5 unconnected molecules or ions with the total composition C6H20NO5, computed with ωB97M-V/def2-TZVPD.

Results
- net charge = -1
- HOMO-LUMO gap (eV) = 8.554
- spin multiplicity = 1
- energy relative to the best compared isomer or geometry (same formula, charge and spin) (kJ/mol) = 502.6

The geometry in XYZ format:
```
32
Properties=species:S:1:pos:R:3:mulliken_charge:R:1
O -1.760 0.805 -2.056 -0.98
O 0.629 1.150 -2.959 -0.61
O -3.190 0.481 0.127 -0.72
O -2.172 2.028 2.099 -0.77
O 2.973 -2.392 0.778 -0.67
N 2.496 -0.083 0.019 -0.49
C 0.210 0.923 -0.087 -0.44
C 1.668 1.179 -2.153 -0.58
C -0.075 -1.228 1.091 -0.73
C 1.336 0.301 -0.912 0.16
C -0.914 -2.134 1.954 -1.37
C -0.341 0.086 1.030 -0.18
H 0.540 1.891 0.288 0.29
H -0.540 1.144 -0.854 0.51
H -1.218 2.095 1.974 0.37
H -1.872 0.196 -2.536 0.10
H 1.818 2.286 -1.843 0.20
H -2.547 1.488 1.269 0.54
H 2.140 -2.174 1.351 0.38
H -3.923 0.895 -0.196 0.30
H 1.049 -0.736 -1.248 0.18
H -0.406 1.030 -2.608 0.37
H -1.462 -2.879 1.177 0.20
H -1.267 0.477 1.556 0.10
H -2.603 0.493 -0.712 0.38
H -1.538 -1.580 2.677 0.39
H 2.705 -2.503 -0.153 0.36
H 2.186 -0.325 1.025 0.20
H 0.663 -1.785 0.406 0.56
H -0.074 -2.812 2.331 0.28
H 2.397 0.845 -2.806 0.41
H 3.090 0.837 -0.029 0.28
```

No. 6
6 unconnected molecules or ions with the total composition C6H20NO6, computed with ωB97M-V/def2-TZVPD.

Results
- <S²> = 0.76
- HOMO-LUMO gap (alpha / beta) (eV) = 4.196 / 7.610
- spin multiplicity = 2

The geometry in XYZ format:
```
33
Properties=species:S:1:pos:R:3:lowdin_spin:R:1
O -2.013 3.091 1.426 0.00
O -1.509 -0.369 -3.341 0.00
O -0.354 1.327 2.591 0.00
O 2.116 -2.281 -0.213 0.04
O 2.065 2.114 1.466 0.04
O 0.635 -2.747 2.055 0.00
N 0.803 0.037 0.220 0.13
C -0.223 0.444 -0.662 0.03
C -0.093 1.493 -1.480 0.10
C 2.105 0.223 -0.019 0.55
C -1.435 -1.469 -2.868 0.00
C -1.297 -1.734 -1.379 0.00
C -1.438 -0.438 -0.553 0.00
H -2.331 0.134 -0.846 0.00
H 0.014 -3.486 2.072 0.00
H -2.092 -2.458 -1.067 0.00
H 2.517 0.695 -0.894 0.04
H -0.993 1.931 2.146 0.00
H 0.478 -0.395 1.071 0.00
H 2.839 -0.101 0.685 0.02
H -0.569 1.364 3.530 0.00
H 2.697 -2.969 -0.544 0.00
H 2.579 2.777 1.939 0.00
H 1.222 1.979 1.940 0.00
H -0.325 -2.169 -1.182 0.00
H -1.805 3.512 0.584 0.00
H -0.858 1.791 -2.180 0.01
H -1.500 -2.355 -3.516 0.00
H -2.976 3.073 1.448 0.00
H 1.027 -2.793 2.934 0.00
H 0.796 2.101 -1.471 0.01
H -1.607 -0.752 0.493 0.00
H 1.634 -2.570 0.578 0.00
```

Values for maximum force, eV Å⁻¹, ordered as above
6.8; 2.5; 4.8; 0.7; 17.8; 2.4